(i)
DFT (ωB97M-V with the def2-TZVPD basis set) results for a structure of composition C39H47GeN4O4TeW.

Summary:
**LUMO energy (spin up / spin down)**: -4.1 / -4.1 eV
**Highest occupied orbital energy (spin up / spin down)**: -10.506 / -10.809 eV
**⟨S²⟩**: 2.452

ORCA input file:
```
! wB97M-V def2-TZVPD RIJCOSX def2/J DEFGRID3
* xyz 1 3
W 0.1708 0.2476 -0.9418
C 0.6572 3.2692 0.9381
C -0.6667 1.2138 2.0869
C 0.1644 0.0798 2.5451
C -0.1663 -0.7362 3.5685
C 0.8355 -1.4659 4.2330
C 2.1856 -1.2440 3.8994
C 2.6076 -0.3577 2.9518
C 4.0890 -0.1977 2.7408
C 4.6411 1.1583 3.1963
C 1.5627 0.4372 2.1828
N 1.6969 0.3463 0.7030
C 2.8206 0.7792 0.1871
C 3.0418 0.6361 -1.1780
C 4.1312 0.8905 -2.0096
C 3.7663 0.4338 -3.2702
C 2.4638 -0.0553 -3.1665
N 2.0143 0.0599 -1.9141
H -0.2207 3.7363 0.5066
H 1.1656 2.7528 0.1566
H 1.3018 4.0741 1.2980
H -1.9806 0.3594 0.7738
H -1.4099 1.3628 2.8455
H -1.1956 -0.7933 3.9093
H 0.5799 -2.1511 5.0329
H 2.9431 -1.7995 4.4459
H 4.3617 -0.3953 1.7041
H 4.5800 -0.9889 3.3076
H 4.1367 2.0014 2.7159
H 5.7101 1.2300 2.9867
H 4.4973 1.2830 4.2705
H 3.5662 1.2547 0.8122
H 5.0755 1.3311 -1.7153
H 4.3632 0.4452 -4.1708
H 1.8388 -0.4613 -3.9525
C -3.8763 1.4862 3.3344
C -3.8597 2.7822 2.5320
C -2.5207 3.3039 1.9024
C -2.9168 4.6758 1.2854
C -1.8432 5.4447 0.5308
C -1.5483 3.6649 3.1053
O -2.0249 4.3664 3.9778
N -0.2324 3.2899 3.1505
C 0.3333 2.4170 2.1522
O 1.5689 1.8369 2.6077
N -1.3485 1.1450 0.7897
C -2.2463 2.3223 0.6981
O -2.8753 2.4513 -0.3084
H -4.8849 1.3155 3.7147
H -3.2147 1.5315 4.2046
H -3.6195 0.6015 2.7376
H -4.1894 3.5915 3.1794
H -4.5759 2.7166 1.7123
H -3.2671 5.2717 2.1263
H -3.7707 4.5029 0.6347
H -0.9633 5.6428 1.1502
H -2.2428 6.4119 0.2185
H -1.5232 4.9279 -0.3776
H 0.3255 3.6309 3.9204
Ge -0.8957 -1.3143 -2.7229
C -0.1726 -3.1430 -2.5770
C 1.1938 -3.4320 -2.5896
C 1.6536 -4.7405 -2.4897
C 0.7520 -5.7909 -2.3740
C -0.6112 -5.5274 -2.3734
C -1.0640 -4.2155 -2.4771
C -0.8642 -0.9545 -4.6543
C -1.6138 -1.8387 -5.4366
C -1.6787 -1.7055 -6.8158
C -0.9733 -0.6904 -7.4506
C -0.2038 0.1825 -6.6963
C -0.1529 0.0439 -5.3129
H -2.3943 -1.4787 -2.3762
H 1.9174 -2.6380 -2.6685
H 2.7199 -4.9402 -2.5044
H 1.1101 -6.8112 -2.2962
H -1.3238 -6.3433 -2.3042
H -2.1369 -4.0370 -2.4918
H -2.1695 -2.6463 -4.9684
H -2.2796 -2.3958 -7.3970
H -1.0184 -0.5867 -8.5282
H 0.3607 0.9712 -7.1815
H 0.4815 0.7350 -4.7589
C -0.2230 -3.5402 1.6246
C -1.6851 -3.0647 1.5770
C -1.7346 -2.2205 0.3274
O -0.4369 -1.5582 0.2865
C 0.5458 -2.5695 0.7295
H -0.1255 -4.5542 1.2398
H 0.1634 -3.5297 2.6400
H -1.9384 -2.4753 2.4558
H -2.3900 -3.8924 1.5113
H -2.5154 -1.4637 0.2977
H -1.8380 -2.8376 -0.5542
H 1.3392 -2.0328 1.2328
H 0.9353 -3.0511 -0.1546
Te -0.7456 2.0203 -2.4264
*
```

---

(ii)
DFT (ωB97M-V with the def2-TZVPD basis set) results for a structure of composition C39H47GeN4O4TeW.

Summary:
**LUMO energy (spin up / spin down)**: -4.3 / -4.8 eV
**Highest occupied orbital energy (spin up / spin down)**: -10.604 / -11.006 eV
**⟨S²⟩**: 2.025

ORCA input file:
```
! wB97M-V def2-TZVPD RIJCOSX def2/J DEFGRID3
* xyz 1 3
W -0.5187 -0.6945 -1.0666
C 1.9964 3.4342 1.1449
C 1.5954 2.1851 1.9388
C 2.4735 0.9901 1.6203
C 3.8021 1.0828 2.0268
C 4.7252 0.0989 1.7277
C 4.3190 -0.9955 0.9921
C 3.0002 -1.1508 0.5683
C 2.7072 -2.3849 -0.2403
C 3.3189 -2.3144 -1.6387
C 2.0775 -0.1598 0.9128
N 0.6594 -0.3182 0.6213
C -0.1597 -0.0978 1.6603
C -1.5329 -0.1967 1.5273
C -2.6037 0.0383 2.4018
C -3.7684 -0.2735 1.7021
C -3.3830 -0.7089 0.4224
N -2.0346 -0.6528 0.3104
H 1.5972 4.3281 1.6178
H 1.6006 3.4070 0.1285
H 3.0776 3.5397 1.0830
H 0.5326 2.0116 1.7723
H 1.6979 2.3961 3.0067
H 4.1037 1.9571 2.5878
H 5.7455 0.1846 2.0685
H 5.0290 -1.7758 0.7526
H 1.6290 -2.5762 -0.3168
H 3.1136 -3.2512 0.2885
H 2.8790 -1.5057 -2.2239
H 3.1636 -3.2404 -2.1918
H 4.3916 -2.1447 -1.5818
H 0.2549 0.0716 2.6481
H -2.5223 0.3923 3.4122
H -4.7798 -0.2185 2.0604
H -4.0066 -1.0579 -0.3875
C -0.8704 5.8247 -0.8252
C -2.2387 5.3491 -0.3555
C -2.5490 3.9070 -0.7560
C -3.9640 3.4376 -0.2852
C -4.2276 3.5946 1.2053
C -2.6015 3.7796 -2.2671
O -2.8839 4.6525 -3.0406
N -2.3874 2.4685 -2.7247
C -1.8036 1.5367 -1.9270
O -1.7600 0.3200 -2.3670
N -1.1986 1.7825 -0.7833
C -1.5401 2.9448 -0.1117
O -1.0799 3.1854 0.9803
H -0.7009 6.8592 -0.5369
H -0.7812 5.7747 -1.9103
H -0.0742 5.2271 -0.3769
H -3.0230 5.9858 -0.7706
H -2.3005 5.4164 0.7290
H -4.1051 2.3883 -0.5736
H -4.6925 4.0178 -0.8583
H -3.4387 3.1449 1.8063
H -5.1663 3.1075 1.4656
H -4.3168 4.6405 1.4907
H -2.6866 2.2192 -3.6580
Ge -0.8885 -3.1990 -0.2466
C -0.8257 -3.1065 1.7089
C -2.0187 -3.2242 2.4115
C -2.0216 -3.2183 3.8010
C -0.8319 -3.0953 4.4958
C 0.3685 -3.0057 3.8028
C 0.3698 -3.0220 2.4186
C 0.1360 -4.8452 -0.6053
C -0.3308 -5.9372 0.1310
C 0.2673 -7.1817 0.0215
C 1.3571 -7.3587 -0.8155
C 1.8419 -6.2855 -1.5426
C 1.2321 -5.0435 -1.4355
H -2.3732 -3.4894 -0.5376
H -2.9577 -3.3122 1.8814
H -2.9545 -3.3086 4.3384
H -0.8352 -3.0896 5.5766
H 1.3029 -2.9386 4.3429
H 1.3190 -2.9667 1.8931
H -1.1724 -5.8258 0.8057
H -0.1165 -8.0145 0.5942
H 1.8277 -8.3280 -0.8968
H 2.6942 -6.4153 -2.1939
H 1.6411 -4.2257 -2.0082
C 1.7592 2.6083 -2.6840
C 1.4567 2.0107 -4.0610
C 0.8461 0.6338 -3.7555
O 0.8575 0.5017 -2.2938
C 1.9182 1.3812 -1.8143
H 0.9202 3.2037 -2.3182
H 2.6453 3.2383 -2.6858
H 2.3714 1.8966 -4.6403
H 0.7743 2.6314 -4.6383
H 1.4446 -0.1826 -4.1701
H -0.1832 0.5180 -4.0878
H 2.8832 0.8872 -1.9481
H 1.7459 1.5522 -0.7586
Te -0.2607 -2.4071 -2.9916
*
```

---

Which of them is most stable? Easy: (ii).

---

(i)
DFT (ωB97M-V with the def2-TZVPD basis set) results for a cluster of 2 separate species, CH5S3 in total.

Summary:
**LUMO energy**: 3.5 eV
**Highest occupied orbital energy**: -2.562 eV

ORCA input file:
```
! wB97M-V def2-TZVPD RIJCOSX def2/J DEFGRID3
* xyz -1 1
S 0.0765 0.3997 2.2820
H -0.9686 0.4995 3.0932
C 0.8053 -0.4892 -1.1140
S -0.3737 0.6963 -1.7996
S -2.0360 0.6347 -0.5315
H 0.3461 -1.3990 -0.7575
H 1.4047 -0.0444 -0.3245
H 1.4517 -0.7317 -1.9397
H -0.7060 0.4341 1.0916
*
```

---

(ii)
DFT (ωB97M-V with the def2-TZVPD basis set) results for a cluster of 2 separate species, CH5S3 in total.

Summary:
**LUMO energy**: 3.5 eV
**Highest occupied orbital energy**: -2.497 eV

ORCA input file:
```
! wB97M-V def2-TZVPD RIJCOSX def2/J DEFGRID3
* xyz -1 1
S -2.5292 -0.7453 -1.1774
H -1.8134 -0.6663 0.0107
C 1.6398 0.7267 0.0065
S 0.9762 -0.5379 1.1107
S -0.7944 0.3234 1.7498
H 1.6798 1.6856 0.5288
H 1.0157 0.8254 -0.8784
H 2.6616 0.4340 -0.2705
H -2.8362 -2.0454 -1.0801
*
```

---

Which of them is most stable? Easy: (ii).

---

(i)
DFT (ωB97M-V with the def2-TZVPD basis set) results for a cluster of 13 separate species, C4H24BO20 in total.

Summary:
**LUMO energy**: 1.9 eV
**Highest occupied orbital energy**: -8.491 eV

ORCA input file:
```
! wB97M-V def2-TZVPD RIJCOSX def2/J DEFGRID3
* xyz -1 1
O -0.5274 2.0126 2.0956
C -0.4458 1.0149 1.4347
O -0.5293 -0.2326 1.7971
B -0.2213 -1.1704 0.7012
O 0.0475 -0.3157 -0.4223
C -0.0930 0.9225 -0.0814
O 0.1630 1.8339 -0.8034
O -1.3694 -2.0392 0.5152
C -1.0375 -3.3340 0.8239
O -1.8143 -4.3140 0.8893
C 0.4586 -3.3998 1.1268
O 0.9304 -2.1405 0.9119
O 1.0985 -4.3657 1.5290
O -0.0805 -5.3305 4.2466
H 0.1261 -5.4765 3.3282
H 0.7216 -4.9079 4.6057
O 2.1736 5.0051 -0.8638
H 1.2146 4.7486 -0.8328
H 2.6374 4.8382 -0.0049
O 0.5956 1.3740 -3.7314
H 0.7277 1.3281 -2.7591
H 1.1468 2.1742 -3.9374
O 0.2963 -7.1298 0.6349
H -0.4974 -6.7203 1.0115
H 1.0300 -6.4810 0.8369
O 1.2767 -2.9594 5.4854
H 0.3199 -2.6656 5.3780
H 1.7199 -2.6077 4.7633
O -2.2681 3.0524 -2.6210
H -1.3823 2.6725 -2.8433
H -2.9455 2.5312 -3.0445
O -3.3725 0.0393 -3.8813
H -4.1146 -0.4926 -3.6206
H -2.6423 -0.5017 -4.1223
O -0.5123 4.4731 -0.8327
H -1.2132 4.8186 -1.4340
H -0.5836 3.4931 -0.9364
O 2.5639 3.3145 -3.2719
H 2.8263 2.6125 -2.6481
H 2.2653 3.9667 -2.6503
O -0.5838 -1.1259 -4.0884
H -0.2253 -0.3012 -4.4143
H -0.2314 -1.3127 -3.1506
O -1.5051 -2.7158 4.8457
H -1.8281 -2.5022 3.9369
H -1.4749 -3.6886 4.9867
O 2.4221 7.7209 0.2939
H 2.2476 6.9872 -0.3490
H 2.4896 7.2972 1.1666
*
```

---

(ii)
DFT (ωB97M-V with the def2-TZVPD basis set) results for a cluster of 13 separate species, C4H24BO20 in total.

Summary:
**LUMO energy**: 1.8 eV
**Highest occupied orbital energy**: -7.736 eV

ORCA input file:
```
! wB97M-V def2-TZVPD RIJCOSX def2/J DEFGRID3
* xyz -1 1
O 3.0308 0.8953 -2.0420
C 2.1688 0.9393 -1.1680
O 0.9938 0.5613 -1.3510
B 0.1268 1.1753 -0.3440
O 1.0548 1.9443 0.4880
C 2.2018 1.8963 -0.0850
O 3.1618 2.4243 0.4290
O -0.5972 0.1463 0.4580
C -1.8042 0.3733 0.3030
O -2.6522 -0.4747 0.5610
C -2.0162 1.5473 -0.4630
O -0.9602 2.0083 -0.8210
O -3.0862 1.9093 -0.9390
O -3.2722 -0.6507 -2.8120
H -3.6702 0.2163 -2.7330
H -4.0182 -1.1817 -2.8150
O 5.6158 1.1083 0.7850
H 6.4048 1.5593 0.5550
H 4.9728 1.7963 0.7100
O -1.1232 -2.3427 2.0540
H -1.0532 -1.4357 1.8610
H -0.9812 -2.7497 1.2380
O 2.0898 -1.0597 1.0280
H 1.6608 -0.5287 1.7310
H 1.3788 -1.6527 0.6600
O -3.0122 -3.2257 -0.2330
H -2.3502 -3.7977 -0.6390
H -2.7362 -2.2997 -0.2450
O -5.0322 1.3933 1.0190
H -5.4882 0.5593 0.8410
H -4.6652 1.6473 0.1550
O 1.2208 0.6443 3.0110
H 2.0748 0.9313 3.3380
H 0.6488 1.4733 3.0020
O -0.6582 -1.4847 -2.3340
H -0.0042 -1.0657 -2.8340
H -1.5142 -1.1157 -2.5100
O 5.6288 -0.6527 -1.4120
H 5.6208 -0.0067 -0.7470
H 4.7748 -1.1217 -1.2780
O -0.5512 2.7353 2.5790
H -1.4012 2.2683 2.5500
H -0.2882 2.7263 1.6560
O -4.0012 -2.0767 2.2690
H -3.5732 -1.5957 1.5600
H -4.2952 -1.3427 2.7920
O 3.2928 -1.2367 -3.6330
H 3.1778 -1.4327 -2.6880
H 3.5038 -0.3467 -3.5060
*
```

---

Which of them is most stable? Easy: (i).